(1)
Formula: C47H48F42N12O28S14
Source: the OMol25 dataset
Level of theory: the ωB97M-V functional and the def2-TZVPD basis

The geometry in ORCA input format:
```
! wB97M-V def2-TZVPD RIJCOSX def2/J DEFGRID3
* xyz -2 1
C -3.59801 4.53866 1.30732
C -3.01730 3.36281 0.56157
C -2.06608 2.60814 1.48955
N -1.27849 1.40341 0.97753
C -0.19288 1.05727 1.98350
C 0.72745 -0.08675 1.52286
C 1.47459 0.16015 0.21234
C 0.40516 0.50451 -0.82872
C -0.56681 1.65599 -0.41035
C -2.30744 0.23120 0.84073
H -4.07617 5.29536 0.68533
H -2.95869 4.94922 2.08885
H -4.52258 4.31239 1.83843
H -2.51631 3.74437 -0.32811
H -3.88451 2.77785 0.25524
H -2.50241 2.35600 2.45605
H -1.30563 3.32664 1.79544
H 0.45390 1.93434 2.00587
H -0.59886 0.76835 2.95294
H 1.44002 -0.39725 2.28701
H 0.03539 -0.92777 1.47984
H 2.16479 0.99990 0.29326
H 1.95835 -0.78340 -0.04022
H 0.90232 0.81312 -1.74834
H -0.16006 -0.39476 -1.07352
H 0.02436 2.53838 -0.16534
H -1.33283 1.83662 -1.16446
H -2.65428 -0.19255 1.78320
H -1.69595 -0.52069 0.34189
H -3.25461 0.46418 0.35421
C 2.15444 5.04242 -5.51629
N 1.43528 3.78495 -5.84902
C 1.05473 3.01738 -4.84277
C 0.51294 1.76830 -5.01854
C 0.24408 1.31763 -6.34337
C 0.57385 2.26275 -7.39311
C 1.13181 3.51063 -7.07643
C -0.33655 -0.00641 -6.61488
C -1.30973 -0.25046 -7.57820
C -1.93441 -1.51196 -7.66951
N -1.58287 -2.47114 -6.77502
C -0.56806 -2.30838 -5.86869
C 0.07499 -1.03861 -5.78499
C -2.41601 -3.67200 -6.55750
H 3.00023 4.85283 -4.85540
H 1.61532 5.84120 -5.00697
H 2.74117 5.31667 -6.39302
H 1.23874 3.46182 -3.87581
H 0.12062 1.24921 -4.15655
H 0.46788 1.94781 -8.42072
H 1.51287 4.16612 -7.84553
H -1.63514 0.54757 -8.22908
H -2.69264 -1.66043 -8.42413
H -0.47612 -3.10473 -5.14497
H 0.61484 -0.89075 -4.86136
H -3.33917 -3.49403 -7.10904
H -2.55504 -3.95305 -5.51358
H -1.73245 -4.46241 -6.86752
C 3.50511 -3.12792 2.46691
N 4.69059 -3.81925 2.02374
C 4.58113 -4.62237 0.95348
C 5.68630 -5.34887 0.50027
C 6.92469 -5.26541 1.22855
C 6.99953 -4.34586 2.26585
C 5.87892 -3.64169 2.66009
C 8.10698 -6.03990 0.88503
C 8.38239 -7.27401 1.56064
C 9.50372 -7.95738 1.19321
N 10.43109 -7.45884 0.28754
C 10.17186 -6.20646 -0.30182
C 8.94862 -5.53764 -0.08114
C 11.55952 -8.28941 -0.19220
H 3.27669 -3.64279 3.40008
H 2.60876 -3.14417 1.84692
H 3.76978 -2.08969 2.66723
H 3.61009 -4.78788 0.51066
H 5.57125 -5.82865 -0.46044
H 7.94685 -4.17343 2.75500
H 5.93876 -2.92039 3.46168
H 7.62113 -7.73437 2.17299
H 9.74547 -8.90363 1.65425
H 10.82374 -5.82028 -1.07144
H 8.66314 -4.65178 -0.62898
H 11.18206 -8.74425 -1.10803
H 11.71547 -9.07799 0.54394
H 12.41395 -7.62742 -0.33291
C 1.13778 5.43066 -0.55501
F 0.14202 5.04372 -1.41927
F 1.20158 6.77919 -0.52109
F 0.92081 4.95081 0.68198
S 2.89773 4.79798 -1.02708
O 3.16929 5.49441 -2.25490
O 3.75044 5.17350 0.06584
N 2.80788 3.11708 -1.26703
S 4.20224 2.69340 -1.81727
O 4.62207 3.35212 -3.09266
O 5.28757 2.65454 -0.84384
C 3.91882 0.85140 -2.33794
F 3.92752 0.11689 -1.19612
F 2.79681 0.71656 -3.17218
F 4.91221 0.45837 -3.08455
C -5.26764 3.77679 -7.61864
F -5.69812 4.69311 -6.68897
F -6.34880 2.98783 -8.01036
F -4.65017 4.41372 -8.66809
S -3.94018 2.71825 -6.70914
O -4.22621 1.27612 -6.82660
O -2.68487 3.03404 -7.33332
N -4.10783 3.25277 -5.09666
S -3.17178 4.37228 -4.90622
O -1.81483 3.91537 -4.59876
O -3.30022 5.50968 -5.74414
C -3.77082 4.99006 -3.10109
F -5.05152 5.53678 -3.31567
F -3.65264 4.04327 -2.18207
F -2.98820 5.98599 -2.64952
C 0.74830 -3.50890 6.59586
F 0.08684 -3.50836 7.74480
F 1.99355 -3.06658 6.80850
F 0.82579 -4.79517 6.12376
S -0.16382 -2.37989 5.27235
O -0.35249 -1.13889 6.00191
O 0.72593 -2.37889 4.14895
N -1.57832 -3.46042 5.05664
S -2.30632 -2.73438 3.84864
O -2.77608 -1.39192 3.94270
O -1.67270 -2.86697 2.56051
C -3.97116 -3.74326 3.75174
F -3.79923 -5.04322 3.59249
F -4.55961 -3.52942 4.87998
F -4.71146 -3.19030 2.76320
C -6.15138 0.66986 4.15231
F -7.05314 1.39913 3.41317
F -6.67130 -0.36752 4.73404
F -5.41103 -0.01416 3.27182
S -5.23488 1.86419 5.36095
O -4.67135 1.00315 6.42716
O -4.16444 2.48426 4.54703
N -6.55191 2.83441 5.98037
S -6.27962 4.18762 5.28269
O -5.14119 4.86286 5.85871
O -6.24851 4.07732 3.79331
C -7.85341 5.18370 5.52690
F -7.63687 6.40881 4.93979
F -8.80189 4.51899 4.90374
F -8.07583 5.18752 6.82845
C 4.29621 -3.32113 -2.79804
F 4.77168 -2.34472 -3.66154
F 4.94484 -4.41070 -2.88801
F 4.39319 -2.94833 -1.55980
S 2.49894 -3.67525 -3.15126
O 1.83618 -2.38123 -3.23606
O 2.48365 -4.46646 -4.38563
N 2.04509 -4.68766 -1.80174
S 0.69702 -3.99697 -1.49023
O 0.90040 -2.72966 -0.75184
O -0.40948 -4.03878 -2.48632
C 0.05342 -5.13746 -0.10923
F -1.11625 -4.68851 0.38444
F -0.09501 -6.44518 -0.43249
F 0.92363 -5.08081 0.83886
C 0.86452 2.44964 6.44186
F 0.52839 3.70002 6.07191
F 0.14908 1.70858 5.64850
F 2.20892 2.22064 6.33662
S 0.28698 2.10840 8.25668
O -1.17591 2.60520 8.25929
O 0.46139 0.76285 8.64520
N 1.42363 3.09587 9.11819
S 0.54766 4.11656 9.64817
O 0.20441 5.25203 8.73092
O -0.52508 3.43048 10.45119
C 1.71345 4.97442 11.05060
F 1.03760 5.76723 11.89668
F 2.15127 4.08015 11.86918
F 2.66097 5.69125 10.40066
C -3.21105 -0.50005 -3.09724
F -3.53250 0.28375 -4.03928
F -2.10438 -1.19104 -3.33097
F -3.06725 0.29035 -2.03233
S -4.69687 -1.70757 -2.86098
O -4.86097 -2.30644 -4.14753
O -4.30692 -2.63511 -1.81003
N -5.98903 -0.63960 -2.52403
S -6.27404 -1.06293 -0.98804
O -6.97186 -2.30079 -0.97320
O -5.19697 -0.82919 -0.03954
C -7.62232 0.19896 -0.45744
F -8.65611 0.12020 -1.23673
F -8.05492 -0.07510 0.80603
F -7.04868 1.52693 -0.41051
*
```

Results
maximum force	10.13	eV/Å
energy above the lowest of the compared OMol25 structures with the same formula, charge and spin	518.0	kJ/mol
electronic energy	-390533.983	eV
M	2475.811	g/mol


(2)
Formula: C4H8O2
Source: the OMol25 dataset
Level of theory: the ωB97M-V functional and the def2-TZVPD basis

The geometry in ORCA input format:
```
! wB97M-V def2-TZVPD RIJCOSX def2/J DEFGRID3
* xyz 0 1
C -0.04642 -1.05045 1.67342
C 0.20747 0.14497 0.80663
O 1.16435 -0.12274 -0.19895
C 0.56854 0.13399 -1.45220
C -0.70932 0.90195 -1.11714
O -1.01807 0.45555 0.18339
H -0.76681 -0.76388 2.44667
H 0.90170 -1.34476 2.10383
H -0.45934 -1.84338 1.04702
H 0.64194 0.95295 1.42040
H 1.26752 0.71241 -2.05965
H 0.36061 -0.81711 -1.95057
H -1.53104 0.67185 -1.80140
H -0.53663 1.98285 -1.10587
*
```

Results
maximum force	0.63	eV/Å
energy above the lowest of the compared OMol25 structures with the same formula, charge and spin	123.3	kJ/mol
structure (SMILES)	CC1OCCO1
electronic energy	-8372.004	eV
M	88.106	g/mol